Record 1
The following is a quantum chemistry calculation of a structure of composition C32H35CrF6GeIN7OSSb, from OMol25.

```
86
Properties=species:S:1:pos:R:3:forces:R:3:lowdin_charge:R:1
Cr -0.33249 -0.62717 0.39299 -0.284 -0.374 0.043 0.645
S -2.18170 -1.33313 -0.79394 0.093 0.017 -0.062 0.665
C -1.32694 -2.67082 -1.54574 -0.071 0.179 -0.034 -0.825
N -2.06271 -3.55638 -2.22388 -0.031 0.061 -0.055 0.018
N -1.40616 -4.50843 -2.92747 0.079 -0.229 0.170 -0.012
C -0.18437 -4.48599 -3.59814 -0.043 -0.018 -0.149 -0.266
C 0.39497 -3.30747 -4.07789 0.010 0.016 -0.123 -0.041
C 1.59108 -3.35663 -4.76698 -0.023 0.003 -0.017 -0.088
C 2.22934 -4.56860 -5.01341 0.004 -0.032 0.010 -0.112
C 1.63582 -5.74051 -4.57231 0.036 0.024 -0.009 -0.111
C 0.43825 -5.70310 -3.87309 -0.009 0.013 0.011 -0.051
N -0.02017 -2.82947 -1.42090 0.033 -0.048 0.223 -0.018
N 0.65968 -1.90372 -0.73796 0.025 0.217 -0.080 -0.126
C 2.04095 -2.25188 -0.62381 -0.002 -0.005 0.009 -0.274
C 2.50181 -3.52596 -0.97612 -0.021 0.008 0.024 -0.036
C 3.84750 -3.83569 -0.85872 -0.012 -0.003 -0.003 -0.090
C 4.75574 -2.90048 -0.38277 -0.002 0.003 0.001 -0.097
C 4.30235 -1.63552 -0.04175 0.030 -0.007 -0.032 -0.088
C 2.96332 -1.30579 -0.17544 0.040 0.034 -0.072 -0.077
H -1.94017 -5.35663 -2.99768 -0.038 0.044 -0.125 0.126
H -0.09288 -2.35979 -3.89674 0.033 -0.006 -0.003 0.104
H 2.03665 -2.43187 -5.11231 0.002 -0.012 0.010 0.086
H 3.17486 -4.59390 -5.53858 0.002 0.001 -0.001 0.092
H 2.11509 -6.69496 -4.75272 -0.009 -0.005 -0.017 0.094
H -0.01296 -6.62336 -3.51850 0.011 0.009 0.040 0.103
H 1.80094 -4.25787 -1.34922 0.002 -0.006 -0.012 0.095
H 4.18414 -4.82631 -1.14085 -0.003 -0.005 0.008 0.096
H 5.80100 -3.15759 -0.26848 0.006 -0.003 -0.011 0.094
H 4.97979 -0.88915 0.35298 -0.012 -0.009 0.002 0.101
H 2.64412 -0.31095 0.09328 0.006 -0.061 0.015 0.068
I 0.09409 3.40585 1.24032 0.071 0.049 0.000 1.075
C -1.06775 3.82666 -0.45819 0.036 0.011 -0.083 -0.592
C -1.96886 4.84479 -0.29798 -0.001 -0.032 0.030 -0.187
C -3.02244 5.03817 -1.21252 0.003 0.018 0.006 -0.093
C -3.20311 4.14056 -2.21795 -0.014 -0.011 0.017 -0.049
C -2.27395 3.09245 -2.42982 0.040 0.003 -0.010 -0.161
C -2.51817 2.15355 -3.46093 -0.014 0.010 -0.004 -0.043
C -1.62248 1.16331 -3.71486 -0.008 -0.027 0.006 -0.072
C -0.39636 1.15395 -3.02841 -0.026 -0.007 0.031 -0.075
C -0.08640 2.05269 -2.03644 -0.031 -0.016 0.009 -0.239
C -1.10466 2.98344 -1.62001 0.013 -0.016 -0.008 -0.140
H -1.90811 5.47242 0.58068 -0.001 -0.006 0.006 0.074
H -3.71041 5.86177 -1.06935 -0.019 -0.020 0.016 0.099
H -4.06084 4.20744 -2.87681 0.016 0.010 -0.018 0.107
H -3.43860 2.23709 -4.02654 -0.001 -0.004 0.003 0.108
H -1.82329 0.40949 -4.46539 0.005 0.012 -0.013 0.108
H 0.35019 0.42466 -3.31526 -0.018 -0.015 0.019 0.080
C -2.93998 0.61276 4.19814 0.048 -0.028 -0.028 0.012
N -2.17754 -0.55017 3.75742 0.026 0.182 -0.210 -0.018
C -1.87678 -1.58772 4.59512 0.047 -0.387 0.059 -0.028
C -1.04339 -2.58200 4.24176 -0.533 -0.038 0.052 -0.006
C -0.42621 -2.50736 2.95389 0.123 -0.341 -0.121 -0.363
N -0.79433 -1.53400 2.13563 -0.140 -0.024 -0.049 0.079
C -1.60587 -0.52292 2.51933 0.009 -0.078 0.232 -0.514
O -1.76654 0.39977 1.70385 0.012 0.118 -0.094 -0.070
N 0.48781 -3.38759 2.54416 -0.474 0.028 -0.075 0.202
H -3.61793 0.30612 4.99115 -0.001 0.000 0.003 0.090
H -3.50376 1.00210 3.35542 -0.016 -0.004 0.004 0.097
H -2.26538 1.38828 4.55967 0.002 0.007 0.005 0.107
H -2.33933 -1.54068 5.57050 0.022 0.000 0.007 0.133
H -0.76879 -3.35733 4.93793 -0.030 0.012 -0.019 0.122
H 1.06582 -3.80846 3.25765 -0.013 0.056 -0.039 0.111
H 1.00584 -3.15354 1.70356 -0.029 -0.036 0.086 0.094
C 4.43658 2.15757 -1.89420 0.019 -0.028 0.010 -0.203
Ge 2.76285 1.81366 -2.85767 -0.027 0.123 0.010 0.832
C 2.53638 3.16908 -4.26008 0.036 0.000 -0.004 -0.215
C 2.81379 0.04234 -3.69643 0.016 0.021 -0.018 -0.220
C 1.33218 2.08573 -1.52563 0.033 -0.135 0.042 -0.286
H 5.04634 2.88262 -2.43538 0.014 -0.012 0.000 0.011
H 5.01644 1.24371 -1.76544 -0.017 -0.025 -0.006 0.010
H 4.22487 2.55763 -0.90176 0.001 0.003 -0.002 0.022
H 3.20843 2.97071 -5.09702 -0.002 0.007 0.001 0.013
H 2.77114 4.15700 -3.86053 -0.023 0.010 -0.006 0.016
H 1.51197 3.18289 -4.63473 -0.005 -0.028 0.011 0.013
H 3.83081 -0.16388 -4.03484 0.006 0.003 -0.003 0.025
H 2.15199 0.00362 -4.56326 0.003 0.007 -0.004 0.013
H 2.52826 -0.74373 -2.99815 -0.013 -0.045 0.055 0.007
H 1.56446 3.05074 -1.07972 0.001 0.054 -0.036 0.016
H 1.51028 1.35964 -0.72847 -0.053 0.017 0.073 0.029
F 1.06868 0.19904 1.29675 -0.022 0.144 -0.167 -0.543
Sb 2.49325 -0.65011 3.37804 -0.009 0.496 0.149 1.574
F 1.06811 -1.44572 4.54457 0.509 0.314 0.304 -0.434
F 2.91652 -2.61688 3.09021 0.510 0.164 -0.066 -0.475
F 3.69140 -0.60034 4.84729 -0.081 -0.101 0.012 -0.413
F 3.83663 0.37666 2.36051 0.069 -0.237 0.011 -0.451
F 1.65009 1.02737 3.92016 0.082 0.017 0.053 -0.468
```
Positions in Å, forces in eV/Å.

Properties
- Expectation value of S²: 8.845
- Total charge: -1
- 2S+1: 6
- ΔE to the lowest compared entry with this formula, charge and spin: 0.00 kJ/mol
- E_HOMO (spin up / spin down): -4.33 / -4.72 eV


Record 2
The following is a quantum chemistry calculation of a structure of composition C32H35N4O2SSiZn, from OMol25.

```
76
Properties=species:S:1:pos:R:3:forces:R:3:lowdin_charge:R:1
Zn 0.08208 0.02301 0.13850 -0.067 0.131 0.316 0.581
O 2.17273 -3.01392 -1.96745 -0.078 0.117 0.127 -0.027
C 1.34821 -2.28135 -1.38872 -0.016 0.023 -0.053 -0.508
N 1.34619 -0.96898 -1.22556 0.115 -0.227 0.082 -0.027
C 2.62731 -0.31440 -1.30889 -0.149 -0.074 0.122 -0.171
C 3.09988 0.03077 0.10387 -0.206 -0.052 0.068 -0.244
C 4.39480 0.46415 0.37260 0.078 0.026 -0.010 -0.031
C 4.74738 0.76828 1.67491 0.017 0.004 0.005 -0.083
C 3.80065 0.64697 2.68550 0.002 0.006 -0.009 -0.074
C 2.52957 0.22431 2.33668 -0.050 0.002 -0.152 -0.112
N 2.19808 -0.08592 1.08295 0.219 0.140 0.019 0.089
C 0.20946 -2.97643 -0.64183 0.029 0.174 0.148 -0.174
C -0.03173 -4.33449 -0.80475 -0.043 -0.070 -0.024 -0.014
C -0.92939 -4.95642 0.04753 0.038 0.031 -0.007 -0.078
C -1.54963 -4.20990 1.04208 0.002 -0.031 -0.004 -0.083
C -1.27339 -2.85345 1.11867 -0.009 0.106 -0.115 -0.126
N -0.41847 -2.25594 0.29036 -0.066 -0.141 -0.129 0.092
H 3.37514 -0.95029 -1.78600 0.089 -0.038 -0.052 0.109
H 2.56140 0.61763 -1.88062 -0.018 0.042 0.033 0.116
H 5.11018 0.56093 -0.43652 -0.035 -0.024 0.024 0.112
H 5.75299 1.10298 1.90416 -0.026 -0.009 -0.007 0.099
H 4.04023 0.88371 3.71405 -0.016 -0.002 -0.021 0.095
H 1.72355 0.14273 3.06314 0.080 -0.013 -0.077 0.107
H 0.51111 -4.86642 -1.57399 0.009 0.014 0.022 0.111
H -1.13500 -6.01642 -0.04934 0.003 0.013 -0.007 0.102
H -2.23910 -4.66721 1.74166 0.024 0.027 -0.028 0.101
H -1.74305 -2.19610 1.84400 0.077 -0.005 -0.008 0.100
C -6.21679 -3.89412 -2.54123 -0.002 -0.020 0.007 -0.080
C -4.87551 -3.52221 -1.90576 0.015 0.004 -0.004 -0.553
C -4.95585 -3.83191 -0.40367 0.006 0.023 0.054 -0.042
C -3.78375 -4.38950 -2.54999 0.047 0.029 -0.026 -0.041
C -4.53181 -2.04121 -2.09798 0.061 0.007 0.025 -0.166
C -5.38582 -1.16325 -2.77908 0.008 0.084 -0.002 -0.041
C -5.07291 0.17826 -2.94134 -0.024 -0.068 -0.002 -0.088
C -3.88253 0.64971 -2.41163 0.053 0.005 0.031 -0.480
S -3.22194 2.24849 -2.43969 0.088 0.059 0.027 1.084
C -1.81612 1.67080 -1.54198 -0.134 -0.065 -0.061 -0.490
N -1.84961 0.40926 -1.25474 -0.149 0.002 -0.079 0.100
C -3.00458 -0.20380 -1.72799 0.048 0.092 0.014 -0.260
C -3.34004 -1.54693 -1.57628 0.118 -0.074 0.057 0.055
C -0.72733 2.58294 -1.14838 0.089 -0.034 0.064 -0.259
C -0.76133 3.92470 -1.54494 -0.073 -0.090 -0.032 -0.088
C 0.24518 4.78549 -1.14875 0.042 -0.039 0.039 -0.114
C 1.27687 4.29235 -0.35284 -0.046 0.020 -0.016 -0.106
C 1.29357 2.95495 0.02296 0.040 -0.060 0.043 -0.120
C 0.30337 2.03898 -0.35783 -0.158 0.094 -0.176 -0.093
H -6.40918 -4.95739 -2.37419 -0.001 0.041 -0.015 0.081
H -6.21385 -3.71940 -3.62062 -0.011 -0.009 0.054 0.083
H -7.04290 -3.33116 -2.09831 0.035 -0.030 -0.029 0.083
H -5.21603 -4.88522 -0.24689 0.031 0.080 -0.013 0.084
H -5.72062 -3.21157 0.07319 0.042 -0.048 -0.018 0.092
H -4.00385 -3.63826 0.09681 -0.112 -0.013 -0.070 0.056
H -3.99703 -5.45177 -2.38647 0.012 0.074 -0.015 0.084
H -2.79801 -4.17250 -2.13137 -0.082 -0.029 -0.021 0.066
H -3.73878 -4.20655 -3.62838 0.009 -0.027 0.082 0.091
H -6.31814 -1.52431 -3.19300 0.045 0.021 0.018 0.093
H -5.74746 0.84141 -3.47038 0.017 -0.037 0.022 0.103
H -2.64614 -2.18843 -1.04037 -0.111 0.066 -0.086 0.101
H -1.57156 4.29666 -2.16735 0.036 0.015 0.038 0.073
H 0.22864 5.82606 -1.44930 -0.007 -0.004 -0.003 0.089
H 2.06614 4.96220 -0.02326 -0.019 -0.033 -0.015 0.090
H 2.11825 2.61685 0.65120 -0.053 0.025 -0.048 0.078
C -1.55621 -0.30675 4.66323 0.011 -0.073 0.088 -0.189
Si -1.71294 0.75166 3.09657 -0.076 0.128 0.099 0.176
C -3.56836 0.90340 2.77021 -0.123 0.003 -0.060 -0.183
C -1.14362 2.48125 3.59679 0.084 0.117 -0.018 -0.182
O -0.91504 0.14183 1.87760 0.169 -0.334 -0.097 -0.392
H -2.11142 0.13546 5.50129 0.066 -0.056 -0.088 0.016
H -0.50643 -0.40106 4.96786 -0.097 0.004 -0.029 0.013
H -1.94435 -1.32057 4.50245 0.043 0.098 0.008 0.012
H -4.10901 1.24993 3.66055 0.036 -0.032 -0.099 0.017
H -3.99760 -0.05839 2.46265 0.041 0.088 0.035 0.015
H -3.75342 1.61970 1.96010 0.010 -0.078 0.069 0.019
H -1.69495 2.85730 4.46796 0.053 -0.026 -0.078 0.017
H -1.29134 3.18293 2.76674 0.031 -0.067 0.081 0.021
H -0.07364 2.48673 3.84074 -0.110 0.004 -0.019 0.015
```
Positions in Å, forces in eV/Å.

Properties
- Total charge: -1
- 2S+1: 1
- ΔE to the lowest compared entry with this formula, charge and spin: 4.36 kJ/mol
- E_HOMO: -4.90 eV


Record 3
The following is a quantum chemistry calculation of a structure of composition C32H36BClO2S at a distorted geometry, from OMol25.

```
73
Properties=species:S:1:pos:R:3:forces:R:3:lowdin_charge:R:1
C -4.38256 -2.15514 4.11652 -0.468 -0.013 -0.039 -0.071
C -3.21909 -1.68344 3.30088 0.154 0.151 -0.081 -0.295
C -2.84459 -0.32832 3.29841 0.347 -0.387 0.102 -0.040
C -1.64722 0.04771 2.68728 -0.365 -0.248 -0.253 -0.040
C -0.92126 -0.86939 1.89807 -0.162 -0.145 -0.102 -0.197
C 0.30676 -0.40277 1.21033 -0.509 2.131 0.240 -0.081
C 1.58039 -0.93613 1.74724 0.424 0.037 -0.539 -0.193
C 2.59097 -0.01667 2.13256 -0.276 -0.125 -0.192 -0.022
C 3.78866 -0.44617 2.67947 0.151 -0.407 -0.064 -0.053
C 4.07287 -1.81517 2.77906 -0.130 0.246 -0.049 -0.293
C 5.36533 -2.25742 3.40721 0.164 0.045 0.057 -0.067
C 3.11525 -2.74164 2.34441 -0.171 0.276 0.116 -0.041
C 1.85577 -2.31301 1.91554 0.326 0.265 -0.330 -0.027
C -1.38097 -2.20570 1.82072 -0.072 0.445 -0.141 -0.032
C -2.48373 -2.61588 2.56208 0.044 0.394 0.173 -0.047
H -4.16919 -3.12669 4.57945 -0.063 0.265 0.005 0.079
H -4.62530 -1.42030 4.88702 -0.016 -0.190 0.063 0.071
H -5.28058 -2.28182 3.49636 0.123 -0.006 0.101 0.081
H -3.46803 0.41070 3.82699 0.435 -0.417 -0.140 0.116
H -1.26679 1.07383 2.79992 -0.189 -0.545 -0.113 0.108
H 0.37467 0.70119 1.26235 -0.046 -0.466 1.029 0.091
H 2.40939 1.05946 2.03705 -0.063 -0.402 -0.015 0.117
H 4.53682 0.27483 3.02951 -0.322 -0.217 -0.177 0.112
H 5.71822 -3.20135 2.97187 -0.044 0.187 0.220 0.076
H 6.13870 -1.49180 3.26851 -0.087 -0.220 -0.026 0.073
H 5.24006 -2.37769 4.49535 0.052 -0.142 -0.321 0.085
H 3.38842 -3.80327 2.34889 -0.323 0.328 0.136 0.112
H 1.08776 -3.03594 1.63236 0.416 0.159 0.093 0.096
H -0.90087 -2.91391 1.14062 -0.003 0.218 0.358 0.093
H -2.78141 -3.66886 2.60939 0.101 0.357 -0.196 0.113
C 1.23322 2.06711 -5.99775 0.399 0.328 -0.453 -0.112
C 0.66640 1.37772 -4.81989 -1.329 -1.067 -0.031 -0.561
C -0.41399 0.51330 -4.85973 0.309 1.317 -0.094 -0.121
C -0.72821 -0.08665 -3.61072 1.509 -0.293 -0.151 -0.078
C 0.33341 0.12168 -2.75142 -1.743 0.604 -0.766 -0.455
B -0.17847 0.56835 -0.60902 -0.511 -0.201 1.874 -0.712
C 0.63971 -0.65304 -1.52452 1.145 -0.997 0.642 -0.268
C -0.08122 -1.92009 -1.47274 0.430 0.677 -0.230 0.016
C 0.60392 -3.09575 -1.46629 -0.438 -0.445 0.475 -0.084
C 2.00906 -3.11759 -1.42712 -0.159 0.976 -0.814 -0.655
Cl 2.81777 -4.61808 -1.46983 0.144 -0.194 0.076 0.734
C 2.74672 -1.92115 -1.45081 0.508 -0.635 0.552 -0.074
C 2.11082 -0.71544 -1.39963 -1.280 -0.048 0.320 0.001
O 0.35202 1.87105 -0.63073 -0.204 -0.491 0.325 0.025
C -0.72607 2.85422 -0.55344 0.419 -0.512 -0.289 -0.415
C -0.49421 3.59547 0.75785 -0.312 0.204 0.197 -0.007
C -0.49399 3.81394 -1.71639 -0.009 0.121 -0.354 -0.031
C -2.06210 1.97797 -0.67941 0.754 -0.408 -0.249 -0.425
C -3.03968 2.15824 0.45490 0.026 0.080 0.562 -0.013
C -2.83682 2.18875 -1.96667 0.179 0.236 -0.308 -0.016
O -1.57470 0.60247 -0.71877 0.264 0.158 0.487 0.105
S 1.36330 1.40911 -3.23190 0.177 -0.507 -1.531 1.168
H 0.48847 2.16253 -6.80219 0.175 -0.006 0.348 0.085
H 1.59621 3.06606 -5.74028 0.013 -0.059 -0.148 0.075
H 2.07511 1.48708 -6.40271 -0.074 0.249 0.063 0.082
H -0.94283 0.30580 -5.78264 -0.123 0.195 0.101 0.111
H -1.60367 -0.70870 -3.42639 0.551 -0.036 -0.042 0.131
H -1.17513 -1.87754 -1.41190 0.472 -0.115 -0.305 0.147
H 0.04727 -4.03098 -1.47901 0.229 0.093 0.114 0.116
H 3.83521 -1.97165 -1.46702 -0.268 -0.017 0.173 0.120
H 2.65931 0.22375 -1.26081 -0.154 -0.465 -0.418 0.126
H -1.28064 4.32878 0.95986 -0.034 -0.071 -0.074 0.091
H -0.44742 2.91482 1.61680 0.080 0.114 -0.237 0.080
H 0.44493 4.16142 0.67574 -0.180 -0.338 0.112 0.096
H -1.24569 4.63034 -1.73725 0.468 -0.412 0.014 0.104
H 0.52289 4.22980 -1.61220 -0.468 0.024 0.017 0.096
H -0.49830 3.27146 -2.67631 -0.199 0.362 0.413 0.057
H -3.41844 3.19019 0.42269 -0.152 -0.327 0.000 0.099
H -3.85503 1.42806 0.34891 0.149 0.347 0.024 0.105
H -2.58762 2.00680 1.43611 -0.051 -0.005 -0.201 0.057
H -3.22078 3.22243 -1.96969 -0.147 -0.451 -0.177 0.097
H -2.18128 2.06308 -2.83867 -0.366 -0.087 0.168 0.075
H -3.65789 1.44564 -1.99446 0.369 0.529 -0.100 0.106
```
Positions in Å, forces in eV/Å.

Properties
- Total charge: 0
- 2S+1: 1
- ΔE to the lowest compared entry with this formula, charge and spin: 340.61 kJ/mol
- E_HOMO: -6.18 eV


Which value of ΔE to the lowest compared entry with this formula, charge and spin does entry 2 give?
4.36 kJ/mol